[1]
Entry from the Open Molecules 2025 dataset: a cluster of 13 separate species, C55H85N8O20P5 in total (ωB97M-V/def2-TZVPD).

Positions of all 173 atoms, in Å:
N: 15.5569 21.7802 12.9057
C: 14.2963 21.4837 12.6064
C: 13.4753 20.7451 13.3695
C: 13.9835 20.2120 14.5153
C: 15.3358 20.4190 14.8534
C: 16.0489 21.2573 14.0357
H: 13.9484 21.9027 11.6726
H: 12.4846 20.4758 13.0667
H: 13.3359 19.6030 15.1708
H: 15.7365 19.9861 15.7686
H: 17.0780 21.5721 14.2457
N: 11.6172 13.2542 12.6086
C: 12.7639 13.7953 12.2838
C: 13.8895 13.0696 11.9018
C: 13.7970 11.6730 11.8991
C: 12.5626 11.0851 12.2940
C: 11.5095 11.9240 12.5822
H: 12.8409 14.8802 12.2972
H: 14.7852 13.5780 11.5701
H: 14.6724 11.0530 11.7039
H: 12.3379 10.0283 12.2777
H: 10.5846 11.4232 12.8844
N: 16.8543 16.1649 16.8053
C: 17.0497 16.3303 15.4956
C: 16.4429 15.5775 14.4966
C: 15.6035 14.5439 14.8687
C: 15.4497 14.2913 16.2328
C: 16.0437 15.1716 17.1188
H: 17.7554 17.0991 15.1669
H: 16.6073 15.8321 13.4466
H: 15.0770 13.8665 14.1859
H: 14.8046 13.5041 16.6146
H: 15.8099 15.0381 18.1778
N: 17.1417 14.6632 10.9785
C: 18.0191 14.0587 11.7595
C: 19.2610 14.5808 12.0740
C: 19.6599 15.7645 11.4221
C: 18.7824 16.3740 10.5439
C: 17.5147 15.7837 10.3743
H: 17.6881 13.0952 12.1520
H: 19.8522 14.0465 12.8032
H: 20.6521 16.1557 11.5551
H: 19.0497 17.2426 9.9492
H: 16.7476 16.2740 9.7858
N: 15.2252 18.8226 9.0143
C: 14.4449 17.7835 8.8976
C: 14.0217 16.9601 9.9637
C: 14.4291 17.3294 11.2252
C: 15.2520 18.4514 11.3547
C: 15.5577 19.1414 10.2557
H: 14.0807 17.5570 7.8815
H: 13.2749 16.1784 9.7901
H: 14.1050 16.7657 12.1065
H: 15.5379 18.9140 12.3244
H: 16.1114 20.0669 10.3899
N: 20.3846 14.6316 21.3036
C: 19.7907 15.4307 20.4046
C: 18.8336 15.0570 19.5198
C: 18.4133 13.7186 19.5515
C: 19.0051 12.8728 20.4838
C: 19.9531 13.3782 21.3181
H: 20.1299 16.4610 20.4755
H: 18.4499 15.8256 18.8318
H: 17.6547 13.3043 18.8826
H: 18.6961 11.8293 20.5861
H: 20.3192 12.7373 22.1151
N: 19.3842 19.5194 14.0067
C: 19.8504 20.7710 14.0710
C: 19.8723 21.7238 13.0621
C: 19.3822 21.3132 11.8404
C: 18.9267 20.0390 11.7229
C: 18.9455 19.1998 12.8138
H: 20.2855 21.0715 15.0305
H: 20.2908 22.6912 13.3117
H: 19.3719 21.9641 10.9819
H: 18.4965 19.6424 10.7969
H: 18.4999 18.2200 12.7070
N: 12.9693 18.3320 17.7881
C: 14.2061 18.1382 18.2574
C: 14.9853 19.1568 18.7962
C: 14.4613 20.4388 18.8864
C: 13.1753 20.6432 18.3782
C: 12.5142 19.5718 17.8739
H: 14.5888 17.1113 18.1046
H: 15.9771 18.9549 19.2175
H: 15.0246 21.2838 19.3081
H: 12.6554 21.6086 18.4690
H: 11.5111 19.7415 17.4976
C: 15.3627 12.2276 20.7902
O: 15.9361 10.9190 20.3293
P: 15.9133 10.5283 18.7774
O: 16.0366 11.6841 17.8741
O: 17.0068 9.3827 18.7688
C: 18.4849 9.5884 18.6694
O: 14.5465 9.7695 18.5511
C: 14.3492 8.4836 19.3109
H: 15.8717 13.0090 20.2361
H: 15.6472 12.2096 21.8371
H: 14.2827 12.2296 20.6261
H: 18.8757 9.3917 19.6697
H: 18.7524 10.5482 18.2174
H: 18.7982 8.8044 17.9806
H: 14.2565 8.7003 20.3828
H: 15.2364 7.8847 19.1383
H: 13.4604 7.9442 18.9015
C: 19.2203 19.4135 22.8453
O: 19.1005 18.7084 21.6064
P: 19.0723 19.6604 20.3259
O: 18.1212 20.7744 20.3452
O: 20.5493 20.1907 20.2524
C: 20.9776 21.5361 19.9447
O: 18.8437 18.4959 19.2865
C: 18.6959 18.9679 17.9302
H: 20.2663 19.6137 23.0954
H: 18.7321 18.8876 23.6905
H: 18.7126 20.3635 22.6880
H: 21.5992 21.9968 20.7191
H: 20.0598 22.1118 19.9003
H: 21.4529 21.5969 18.9447
H: 18.8351 20.0436 17.8082
H: 17.6990 18.7335 17.5186
H: 19.3937 18.4159 17.3221
C: 10.9017 10.9018 19.3712
O: 10.6419 12.1478 18.6846
P: 10.7260 12.0794 17.1075
O: 10.1669 10.8863 16.4602
O: 10.0213 13.4697 16.7554
C: 8.5602 13.6184 16.8286
O: 12.2809 12.3326 16.8741
C: 13.0498 11.6278 15.8409
H: 10.1485 10.1880 19.0272
H: 10.8055 11.0978 20.4227
H: 11.8922 10.5257 19.1161
H: 8.3923 14.6826 16.7372
H: 8.2611 13.3598 17.8593
H: 8.0132 12.9944 16.1054
H: 13.9212 11.2679 16.3430
H: 13.3563 12.3851 15.1139
H: 12.5435 10.7989 15.3644
C: 18.4922 12.6426 15.4399
O: 19.9476 12.7644 15.2036
P: 20.8046 11.7879 16.1552
O: 20.4263 10.4022 16.3508
O: 22.1599 12.1109 15.4693
C: 23.2475 11.2148 15.7580
O: 20.8526 12.4774 17.5843
C: 21.3638 13.8496 17.6485
H: 18.1370 13.4269 16.1333
H: 18.1525 11.6515 15.8137
H: 18.0977 12.7509 14.4359
H: 23.2262 10.2591 15.2307
H: 23.3662 11.0803 16.8256
H: 24.1092 11.7585 15.4005
H: 22.0203 14.0889 16.7997
H: 21.9690 13.9601 18.5534
H: 20.5709 14.6053 17.7129
C: 15.9917 16.1863 21.3482
O: 14.8093 15.6348 20.7077
P: 13.4678 15.3323 21.4124
O: 13.4479 14.7554 22.7945
O: 12.7526 16.8158 21.3549
C: 11.4622 17.0813 22.0579
O: 12.7760 14.4348 20.3404
C: 12.5825 14.9776 18.9104
H: 16.2712 15.6663 22.2695
H: 15.9914 17.2658 21.5383
H: 16.8602 16.2180 20.6643
H: 10.5908 16.4875 21.7154
H: 11.3240 18.1238 21.7551
H: 11.5156 17.0563 23.1492
H: 11.6705 14.5328 18.5694
H: 13.3831 14.5514 18.2805
H: 12.5245 16.0839 18.7920

Output
E_tot (eV): -157738.666
Max |F| (hartree/bohr): 0.0697

[2]
Entry from the Open Molecules 2025 dataset: a cluster of 2 separate species, C11H14O2S2 in total (ωB97M-V/def2-TZVPD).

Positions of all 29 atoms, in Å:
C: -1.2119 -1.1063 0.6711
C: -1.6060 1.2201 0.1193
C: 0.1552 -0.8976 0.6924
C: -0.1947 1.4079 0.1917
C: -2.0348 -0.0333 0.3451
C: 0.6538 0.3808 0.4806
C: -5.3757 -1.6736 0.3226
C: -4.9118 -0.4905 0.0446
C: 2.5168 0.1043 -1.7536
C: 2.1552 0.5754 0.7670
C: 2.9578 -0.3511 -0.4025
O: 2.5254 1.8605 0.5927
O: 2.8366 -1.7131 -0.1375
S: -5.5270 0.9743 -0.5176
S: 4.7443 -0.0127 -0.1840
H: -1.5105 -2.0413 1.1994
H: -2.0946 2.2042 0.0504
H: 0.6448 -1.7378 1.0214
H: 0.1223 2.3859 0.2163
H: -6.4047 -2.0913 -0.0077
H: -4.8821 -2.4036 0.8188
H: 3.2429 -0.2588 -2.4829
H: 2.5178 1.1830 -1.6061
H: 1.5388 -0.1672 -1.9201
H: 2.5731 0.1649 1.7592
H: 2.2484 2.4170 1.3714
H: 3.6784 -2.0624 0.2231
H: -4.2694 1.4644 -0.6237
H: 4.9114 0.6977 -1.2516

Output
ΔE to the lowest compared entry with this formula, charge and spin (kcal/mol): 111.2
Max |F| (hartree/bohr): 0.0727

[3]
Entry from the Open Molecules 2025 dataset: a cluster of 8 separate species, H16O8 in total (ωB97M-V/def2-TZVPD).

Positions of all 24 atoms, in Å:
O: 1.3946 -0.4525 0.5588
H: 0.8035 0.2226 0.2069
H: 0.8084 -1.1840 0.7827
O: 4.6593 -1.6702 0.7184
H: 5.2770 -1.0284 1.0866
H: 3.8314 -1.1824 0.6432
O: -3.2697 -1.9545 2.1834
H: -2.3932 -1.5957 2.3622
H: -3.1032 -2.8748 1.9502
O: -2.7621 -1.5712 -1.3851
H: -3.0651 -0.7162 -1.7111
H: -3.3427 -2.2067 -1.8189
O: 2.8699 -1.7409 -1.3954
H: 1.9440 -1.6471 -1.1446
H: 3.2826 -0.9307 -1.0759
O: 0.1089 2.5739 -1.9830
H: -0.3584 3.0103 -1.2618
H: 0.2747 1.6844 -1.6508
O: 0.7808 4.2029 1.5750
H: 1.1582 4.2897 0.6924
H: 1.1345 3.3673 1.9001
O: -3.5490 0.6301 -0.3193
H: -3.9394 0.1972 0.4483
H: -4.1741 0.4534 -1.0313

Output
ΔE to the lowest compared entry with this formula, charge and spin (kcal/mol): 74.4
SMILES: O.O.O.O.O.O.O.O
Max |F| (hartree/bohr): 0.0155